34
Properties=species:S:1:pos:R:3:forces:R:3 method="wB97M-V/def2-TZVPD" homo_lumo_gap_ev=10.6 charge=0 de_lowest_kcal_mol=41.7 homo_ev=-10.37 mol_weight_g_mol=190.236
C -2.32424 -1.22315 3.14142 0.36 1.77 0.88
C -0.83296 -1.15063 2.84532 -0.09 -0.05 -0.81
C -0.54613 -1.43721 1.36749 1.21 -0.11 -1.04
C 0.67281 -2.39339 1.13656 -0.47 -0.20 1.00
C -0.34939 -0.16146 0.50992 0.20 0.41 1.11
C -1.30824 0.03094 -0.61434 0.86 -0.32 -0.72
O -1.22016 0.92462 -1.42640 -0.36 0.01 0.24
H -2.68893 -2.22503 3.31472 -0.24 -0.11 -0.08
H -2.47127 -0.56096 4.00512 -0.26 -0.72 0.45
H -2.91200 -0.64964 2.42064 0.02 -0.57 -0.53
H -0.46197 -0.15029 3.06053 -0.11 0.08 0.09
H -0.25289 -1.81441 3.48392 -0.18 -0.25 0.06
H -1.37291 -1.96205 0.89448 -0.45 -0.07 0.33
H 0.29251 -3.35745 0.80619 0.21 -0.11 -0.21
H 1.43780 -2.04511 0.45499 -0.09 0.15 -0.33
H 1.16933 -2.59262 2.09077 0.06 0.05 -0.05
H -0.35824 0.78120 1.08094 -0.47 -0.21 0.22
H 0.69108 -0.13599 0.18773 -0.11 -0.03 -0.81
H -2.06722 -0.75840 -0.77353 -0.19 0.11 0.26
O 1.79575 -1.16823 -2.20823 -0.07 0.09 -0.06
H 2.29765 -0.60590 -2.80614 0.08 0.00 0.06
H 0.94461 -1.25596 -2.65828 -0.14 -0.12 0.00
O -0.81688 -0.79874 -4.12630 -0.08 -1.13 0.03
H -1.55665 -0.38496 -3.68119 -0.13 0.21 0.08
H -0.14569 -0.12058 -4.14909 0.16 0.80 -0.13
O 3.31677 2.75327 -0.11566 0.21 0.16 -0.63
H 3.97878 2.32510 -0.67360 0.02 -0.27 0.33
H 3.08315 3.50042 -0.68101 -0.24 0.10 0.33
O 0.16995 1.93469 4.14465 0.79 -0.54 0.04
H 0.90302 2.02784 3.52550 -0.18 0.56 -0.42
H 0.56334 1.22378 4.67099 -0.55 0.05 0.40
O 0.11259 1.72187 -3.62912 0.02 -0.11 -0.27
H 0.89239 2.27799 -3.64633 -0.02 0.09 0.29
H -0.21526 1.62304 -2.71746 0.28 0.26 -0.09



33
Properties=species:S:1:pos:R:3:forces:R:3 method="wB97M-V/def2-TZVPD" homo_lumo_gap_ev=6.3 charge=+2 de_lowest_kcal_mol=3.6 homo_ev=-13.26 mol_weight_g_mol=830.822
Y -1.36285 0.36092 0.30919 -0.82 0.13 -0.43
I -3.56011 -0.35493 2.55288 0.07 -0.23 0.11
C -4.39879 1.54640 2.19948 -0.22 0.11 0.13
I -3.24421 2.79526 0.93864 0.10 0.28 -0.17
H -4.46106 2.05260 3.15459 -0.10 0.01 0.01
H -5.36231 1.41622 1.72476 -0.05 0.02 0.06
I 2.03058 -0.26775 4.25304 -0.16 -0.11 0.14
C 2.31381 0.57937 2.39953 0.54 0.20 -0.12
C 3.59279 1.13194 2.10203 -0.22 -0.07 -0.01
C 3.86558 1.69804 0.89071 -0.35 -0.13 0.04
I 5.75286 2.46530 0.54865 0.22 0.09 -0.05
C 2.84100 1.74597 -0.10730 0.19 0.07 -0.03
C 3.01151 2.29116 -1.39337 0.09 0.04 -0.02
C 1.97933 2.29788 -2.29914 -0.10 -0.06 0.09
C 0.75526 1.76050 -1.91056 -0.06 0.03 -0.07
N 0.53816 1.23473 -0.71027 0.28 0.07 0.14
C 1.57513 1.21003 0.19874 0.21 0.06 -0.03
C 1.32694 0.61437 1.46234 -0.73 -0.26 0.03
O 0.07076 0.10628 1.65636 1.03 0.06 0.34
H 4.35497 1.08823 2.86736 0.02 0.01 -0.01
H 3.97583 2.70458 -1.66100 -0.02 0.00 -0.01
H 2.09502 2.70900 -3.29094 0.01 0.00 0.01
H -0.08360 1.75705 -2.59875 0.02 0.01 -0.03
C -2.20734 -3.23579 -2.63506 0.03 -0.03 -0.03
S -2.51813 -2.80074 -0.94554 -0.24 0.19 0.10
C -1.26012 -3.75446 -0.13215 0.10 -0.01 0.00
O -2.03296 -1.32689 -0.82768 0.09 -0.46 -0.08
H -1.16156 -3.05068 -2.87510 -0.02 0.00 -0.04
H -2.87877 -2.64771 -3.25665 0.02 0.01 -0.02
H -2.45514 -4.29404 -2.73713 0.02 0.02 -0.02
H -1.60498 -4.78879 -0.10102 0.05 -0.01 -0.04
H -1.17371 -3.38119 0.88734 -0.01 -0.02 0.02
H -0.31387 -3.66286 -0.66398 0.00 -0.03 0.04



20
Properties=species:S:1:pos:R:3:forces:R:3 method="wB97M-V/def2-TZVPD" homo_lumo_gap_ev=7.1 charge=-1 de_lowest_kcal_mol=14.3 homo_ev=-3.40 mol_weight_g_mol=182.076
C -0.45821 -2.01751 1.23394 0.15 0.32 0.75
C 1.00998 -1.70406 1.09369 0.61 -1.09 -0.49
C -2.61467 -1.14646 0.69217 -0.87 -0.28 1.58
C -3.42111 -0.41542 -0.02968 -2.03 -0.33 1.43
N -1.27608 -1.16786 0.55144 1.83 -0.97 -0.70
O 0.31898 0.32701 -1.25801 0.03 -0.92 0.36
O -0.84711 -2.89573 1.98802 -0.30 -0.09 -0.03
O 0.07443 2.67664 -0.23439 2.81 -3.16 0.98
P 2.87664 2.15260 -1.09539 0.56 -0.98 -3.09
P 0.68404 1.75111 -1.58384 -1.08 1.04 0.08
H 1.35618 -2.28872 0.16605 -0.06 0.57 1.57
H 1.17536 -0.65557 0.80998 0.04 -0.30 0.40
H 1.47229 -2.04588 2.08467 -0.26 0.52 -1.76
H 2.63516 2.99532 -0.14132 -0.58 1.86 2.91
H -3.03990 -1.62143 1.57622 0.57 -0.23 -0.11
H -4.41541 -0.24735 0.38627 0.09 -0.13 -0.65
H -3.05901 0.10121 -0.82969 0.64 1.54 -2.16
H -0.79134 -0.67865 -0.21651 -0.26 0.63 0.13
H -0.48549 3.31246 -0.53365 -2.50 2.78 -1.46
H 2.62224 3.29393 -1.98661 0.63 -0.78 0.25



15
Properties=species:S:1:pos:R:3:forces:R:3 method="wB97M-V/def2-TZVPD" homo_lumo_gap_ev="7.9 / 3.5" charge=+2 multiplicity=2 de_lowest_kcal_mol=122.0 homo_ev="-18.99 / -18.97" mol_weight_g_mol=76.119
C 1.98317 -0.82516 1.08696 -1.84 -1.93 -0.53
O 1.53867 -0.69436 -0.31596 0.45 -0.08 -0.27
H 3.07143 -0.84016 0.94287 -0.32 0.10 1.37
H 1.51061 -0.00410 1.67013 0.98 -0.28 -0.31
H 1.47338 -1.81550 1.44650 1.61 1.69 -0.28
H 2.24570 -1.08614 -0.85870 -0.44 0.10 0.09
C -1.23917 0.63641 0.22816 5.20 1.42 0.71
C -2.55954 0.37042 0.09486 -1.83 0.28 1.88
N -0.33541 0.66514 -0.95649 -4.53 4.18 -0.12
H -0.69836 0.95509 1.18157 -1.06 -0.60 -1.11
H -3.17296 0.47931 1.00799 0.03 -0.32 -0.55
H -2.98937 0.19856 -0.84277 -0.95 -0.51 -1.37
H -1.04105 0.86991 -1.76247 2.01 0.25 0.78
H 0.53725 1.27830 -0.88741 -1.25 -0.62 -0.08
H -0.00488 -0.22636 -1.13447 1.96 -3.70 -0.20



> Among the records above, which one has the lowest charge?

C4H10NO3P2



> Which value of charge does entry 3 give?

-1